1.
Formula: C37H34BClF10N2OPRu
Source: the Open Molecules 2025 dataset
Level of theory: wB97M-V/def2-TZVPD

As for the total charge: 0. As for the frontier orbital gap (alpha / beta): 8.1 / 6.2 eV. The relative energy (zero: lowest compared OMol25 entry of this formula, charge and spin) comes out at 0.00 kcal per mole. Its spin multiplicity is 6. For the HOMO energy (alpha / beta), the calculation gives -8.2 / -8.2 eV.

Element x y z (Å)
Ru (-0.04, 0.16, 0.88)
Cl (-2.34, 1.53, 2.20)
P (-1.87, 0.83, -0.92)
F (-0.07, 1.16, 4.92)
F (-0.27, 3.91, 2.25)
F (1.21, -2.80, 2.70)
F (1.99, 3.77, 2.64)
F (-0.46, -2.88, 4.05)
F (1.19, 3.93, 0.50)
F (0.88, 1.98, 1.73)
F (0.72, -0.45, 6.12)
F (-1.25, -0.61, 5.25)
F (1.54, -2.70, 4.83)
O (-0.28, -0.50, 2.72)
N (1.58, -0.99, -0.11)
N (-0.95, -1.80, 0.38)
C (-0.14, -2.57, -0.43)
C (3.30, 0.65, -0.65)
C (-3.70, 1.15, 1.19)
C (5.31, -1.12, 0.07)
C (-1.97, -3.78, 0.00)
C (2.98, -0.64, -0.21)
C (3.99, -1.54, 0.19)
C (-2.83, -1.47, -2.28)
C (0.72, -2.30, 3.85)
C (-0.01, -0.17, 5.03)
C (-3.52, 0.88, -0.16)
C (5.64, 0.15, -0.37)
C (-4.96, 1.20, 1.76)
C (-2.10, 3.84, -3.69)
C (-1.40, 3.52, -1.03)
C (-1.72, 4.94, -2.93)
C (0.62, -0.77, 3.75)
C (-4.66, 0.73, -0.95)
C (-2.14, 2.58, -3.13)
C (-5.93, 0.78, -0.40)
C (-0.75, -3.80, -0.69)
C (3.75, -2.91, 0.80)
C (-1.74, -2.33, -4.25)
C (2.00, -0.16, 3.55)
C (2.08, 1.53, -2.65)
C (-1.37, 4.78, -1.60)
C (1.17, -2.10, -0.66)
C (-2.04, -2.53, 0.63)
C (-1.78, 2.42, -1.79)
C (4.35, -3.03, 2.20)
C (2.25, 1.61, -1.13)
C (-2.75, -2.42, -3.30)
C (-6.07, 1.00, 0.97)
C (4.64, 1.04, -0.71)
C (-0.90, -0.36, -3.18)
C (-0.82, -1.30, -4.19)
C (-1.91, -0.43, -2.22)
B (0.96, 3.50, 1.79)
H (1.85, -2.69, -1.27)
H (-2.71, -4.56, 0.05)
H (-0.19, 0.45, -3.14)
H (-3.61, -1.57, -1.53)
H (-2.83, -2.15, 1.27)
H (1.23, 2.15, -2.98)
H (-1.12, 3.41, 0.01)
H (-2.43, 1.73, -3.73)
H (2.67, -0.41, 4.37)
H (3.84, -2.36, 2.90)
H (1.91, 0.92, 3.49)
H (-6.80, 0.66, -1.02)
H (1.31, 1.37, -0.62)
H (-7.06, 1.04, 1.41)
H (-2.38, 3.97, -4.73)
H (5.41, -2.79, 2.22)
H (-0.33, -4.61, -1.26)
H (-1.68, -3.07, -5.04)
H (-3.46, -3.23, -3.33)
H (2.49, 2.63, -0.83)
H (-0.03, -1.23, -4.93)
H (-1.69, 5.93, -3.39)
H (4.88, 2.04, -1.03)
H (2.70, -3.15, 0.85)
H (4.23, -4.05, 2.58)
H (6.09, -1.81, 0.35)
H (-5.05, 1.41, 2.82)
H (6.68, 0.45, -0.43)
H (2.44, -0.53, 2.62)
H (4.21, -3.66, 0.15)
H (-1.06, 5.63, -1.01)
H (1.93, 0.50, -2.98)
H (2.97, 1.91, -3.15)
H (-4.55, 0.57, -2.02)

2.
Formula: C32H39N4O11S
Source: the Open Molecules 2025 dataset
Level of theory: wB97M-V/def2-TZVPD

As for the total charge: +1. As for the frontier orbital gap: 8.4 eV. For the HOMO energy, the calculation gives -11.7 eV.

Element x y z (Å)
S (0.03, 3.03, -1.36)
O (3.30, -3.67, 6.99)
O (-6.12, 3.60, -3.76)
O (-0.57, 7.86, -0.94)
O (0.43, 0.50, -1.15)
O (-0.54, 9.51, -2.32)
O (-0.73, -1.89, -1.58)
O (2.67, -3.10, 3.08)
O (4.38, -4.90, 5.59)
O (-4.10, -2.18, -0.62)
O (-5.21, 4.11, -5.65)
O (1.09, -3.19, 1.63)
N (-0.97, 8.45, -1.93)
N (1.96, -3.71, 2.31)
N (-5.24, 3.49, -4.60)
N (4.27, -3.91, 6.30)
C (0.61, -1.90, -1.18)
C (-1.93, 1.05, -3.67)
C (1.56, -7.24, 1.20)
C (1.38, -5.87, 1.30)
C (7.52, -2.27, 5.52)
C (-3.41, 7.75, -4.66)
C (6.48, -3.19, 5.51)
C (-3.93, 6.53, -4.25)
C (-3.00, 1.13, -2.79)
C (7.45, -1.14, 6.32)
C (3.28, -7.14, 2.88)
C (-1.64, -2.41, -0.60)
C (-1.97, 1.74, -4.88)
C (-2.97, -2.64, -1.33)
C (0.99, -0.63, -0.45)
C (-4.11, 2.60, -4.30)
C (2.51, -7.87, 1.99)
C (-3.49, 5.95, -3.06)
C (3.12, -5.77, 2.98)
C (-2.01, 7.79, -2.73)
C (-4.11, 1.91, -3.10)
C (5.38, -2.95, 6.31)
C (1.11, 4.18, -2.25)
C (-3.06, 2.52, -5.20)
C (-2.52, 6.58, -2.30)
C (2.16, -5.16, 2.19)
C (-2.45, 8.39, -3.90)
C (5.30, -1.84, 7.13)
C (-4.00, -2.05, 1.83)
C (1.11, 1.66, -0.83)
C (-4.35, -2.88, 0.60)
C (6.34, -0.93, 7.13)
H (-3.86, -3.85, 0.63)
H (2.12, 3.80, -2.23)
H (-5.42, -3.07, 0.64)
H (-2.97, -2.22, 2.14)
H (-1.76, -1.68, 0.20)
H (2.64, -8.94, 1.92)
H (4.43, -1.67, 7.75)
H (0.72, 4.30, -3.25)
H (0.61, -0.65, 0.57)
H (6.29, -0.05, 7.76)
H (6.53, -4.07, 4.89)
H (-2.04, 9.34, -4.22)
H (-3.89, 5.00, -2.74)
H (-1.14, 1.67, -5.57)
H (4.02, -7.63, 3.50)
H (1.30, 1.71, 0.24)
H (-3.07, -3.68, -1.62)
H (-4.67, 6.02, -4.85)
H (1.11, 5.15, -1.77)
H (-4.94, 1.98, -2.41)
H (-4.16, -1.00, 1.61)
H (8.39, -2.44, 4.89)
H (-3.09, 3.07, -6.13)
H (3.71, -5.19, 3.68)
H (8.27, -0.43, 6.32)
H (-1.07, 0.44, -3.41)
H (0.64, -5.38, 0.68)
H (2.08, -0.54, -0.43)
H (-3.76, 8.20, -5.58)
H (2.05, 1.74, -1.38)
H (1.22, -2.02, -2.07)
H (-1.26, -3.33, -0.17)
H (-2.18, 6.14, -1.38)
H (-0.22, 3.69, -0.22)
H (-2.96, 0.59, -1.85)
H (-4.63, -2.34, 2.66)
H (0.96, -7.81, 0.51)
H (-2.90, -2.03, -2.22)
H (0.86, -2.72, -0.52)

3.
Formula: CH4ClPS
Source: the Open Molecules 2025 dataset
Level of theory: wB97M-V/def2-TZVPD

As for the total charge: 0. As for the frontier orbital gap (alpha / beta): 8.3 / 6.5 eV. The relative energy (zero: lowest compared OMol25 entry of this formula, charge and spin) comes out at 69.33 kcal per mole. For the HOMO energy (alpha / beta), the calculation gives -9.3 / -8.3 eV.

Element x y z (Å)
Cl (4.19, 0.64, 0.48)
S (0.24, 1.04, 0.19)
P (3.65, -0.58, -0.97)
C (-1.42, 1.33, 0.70)
H (-1.97, 0.53, 0.00)
H (-1.59, 1.23, 1.85)
H (-1.68, 2.32, 0.49)
H (2.43, -0.17, -1.04)

4.
Formula: C52H56N5P2RbSeSi2
Source: the Open Molecules 2025 dataset
Level of theory: wB97M-V/def2-TZVPD

As for the total charge: -2. As for the frontier orbital gap: 5.2 eV. The relative energy (zero: lowest compared OMol25 entry of this formula, charge and spin) comes out at 1.33 kcal per mole. For the HOMO energy, the calculation gives -1.4 eV.

Element x y z (Å)
Rb (-0.43, 0.31, -0.91)
Se (-4.69, -0.11, -1.11)
P (0.13, 3.33, 0.97)
P (2.23, 1.03, 1.33)
Si (3.11, -1.25, -0.58)
Si (-2.45, 3.74, -0.62)
N (2.35, 0.10, -0.01)
N (-0.88, 3.23, -0.27)
N (-4.07, -2.19, -3.05)
N (-5.01, -2.89, -1.25)
N (-1.23, -2.20, -2.18)
C (-0.83, 3.98, 2.43)
C (-1.92, 4.99, 4.79)
C (4.17, 2.65, 2.53)
C (1.48, -6.18, -2.60)
C (-4.57, -6.29, -2.73)
C (5.00, -1.33, -0.47)
C (3.13, 6.13, 1.00)
C (-2.80, -3.15, 1.58)
C (-5.05, -5.38, -1.74)
C (2.65, -1.42, -2.44)
C (-3.71, -4.48, -4.06)
C (-1.61, -3.85, -0.44)
C (4.50, 2.34, 0.24)
C (0.67, -5.37, -1.84)
C (-1.36, 3.11, 3.36)
C (-0.94, 5.36, 2.62)
C (-0.14, -4.40, -2.49)
C (1.91, 6.41, -1.03)
C (2.33, 5.06, 1.34)
C (-1.93, 3.64, 4.52)
C (2.90, 6.84, -0.17)
C (3.03, -0.96, 5.39)
C (2.43, 0.04, 2.86)
C (1.51, -6.10, -4.00)
C (-3.46, -1.29, -4.02)
C (-3.21, -4.45, 1.83)
C (0.87, 1.94, 1.49)
C (-4.18, -3.57, -3.16)
C (5.98, 3.78, 1.49)
C (-2.03, -5.16, -0.15)
C (3.77, -1.34, 4.32)
C (1.11, 5.33, -0.67)
C (-2.83, -5.44, 0.94)
C (2.51, -2.88, 0.24)
C (3.48, -0.86, 3.06)
C (-3.80, 2.94, 0.47)
C (-4.52, -1.78, -1.82)
C (-0.06, -4.30, -3.85)
C (-1.02, -3.38, -1.76)
C (5.57, 3.22, 0.29)
C (-4.82, -4.02, -1.98)
C (-2.05, -2.86, 0.47)
C (5.26, 3.53, 2.63)
C (-1.48, 5.86, 3.81)
C (-2.77, 3.18, -2.39)
C (-2.88, 5.66, -0.62)
C (0.72, -5.15, -4.63)
C (1.26, 4.68, 0.53)
C (1.89, -0.22, 5.22)
C (3.76, 2.04, 1.34)
C (-3.91, -5.85, -3.82)
C (1.64, 0.38, 3.97)
H (-3.69, -0.25, -3.75)
H (4.64, -1.99, 4.41)
H (-2.33, 2.93, 5.25)
H (2.06, -6.94, -2.09)
H (6.89, 4.37, 1.58)
H (3.94, 6.37, 1.66)
H (0.68, -5.06, -5.68)
H (-5.55, -5.70, -0.81)
H (2.95, -3.74, -0.30)
H (-1.58, 6.94, 3.92)
H (-5.28, -2.85, -0.28)
H (3.08, -2.24, -3.09)
H (-2.12, 6.22, -1.20)
H (-3.21, -4.19, -4.96)
H (-2.17, 3.79, -3.14)
H (-2.37, 5.32, 5.68)
H (5.45, -0.60, -1.14)
H (-3.17, -6.46, 1.05)
H (4.31, 1.84, -0.68)
H (5.38, -2.32, -0.75)
H (6.18, 3.34, -0.57)
H (-3.90, 5.86, -0.93)
H (-3.83, 3.27, -2.63)
H (0.38, 5.00, -1.39)
H (3.30, -1.31, 6.37)
H (-3.53, -6.54, -4.56)
H (-2.79, 6.10, 0.40)
H (3.52, 7.72, -0.39)
H (-4.65, -7.35, -2.51)
H (1.54, -1.55, -2.58)
H (-3.04, -2.35, 2.31)
H (-1.84, -1.85, 0.28)
H (-2.42, 2.13, -2.60)
H (-2.40, -1.49, -3.95)
H (-3.96, 3.44, 1.40)
H (0.68, -5.38, -0.77)
H (1.74, 6.94, -1.97)
H (-3.84, -1.49, -5.03)
H (-0.71, -3.54, -4.30)
H (-1.35, 2.04, 3.14)
H (5.36, -1.15, 0.54)
H (2.89, -2.88, 1.30)
H (-3.82, -4.63, 2.68)
H (-1.80, -5.93, -0.86)
H (-3.40, 1.91, 0.72)
H (-0.58, 6.07, 1.93)
H (1.43, -2.94, 0.17)
H (2.10, -6.76, -4.63)
H (0.82, 1.07, 3.80)
H (-4.78, 2.84, -0.07)
H (3.70, 2.44, 3.51)
H (2.86, -0.45, -2.88)
H (1.32, 0.02, 6.09)
H (4.09, -1.21, 2.23)
H (5.52, 3.91, 3.61)
H (2.53, 4.56, 2.30)